ORCA calculation (wB97M-V/def2-TZVPD) on CHAlO3 as an isolated structure at a distorted geometry.

Computed properties:
**Max |F|**: 0.1740 hartree/bohr
**Kohn-Sham gap**: 3.365 eV
**Total charge**: +2
**Energy relative to the best compared isomer or geometry (same formula, charge and spin)**: 1.350 eV
**Electronic energy**: -13765.3084 eV

Geometry as XYZ:
```
6
CHAlO3 (wB97M-V/def2-TZVPD)
Al 5.28916 -3.47492 -0.03845
O -1.54871 1.04226 -0.85236
C -0.78536 0.59327 0.04459
O -1.26201 0.62554 1.11219
O 0.31716 0.00496 -0.23875
H -2.01024 1.20887 -0.02723
```


ORCA calculation (wB97M-V/def2-TZVPD) on CHBr2IO2S as an isolated structure at a distorted geometry.

Computed properties:
**Max |F|**: 0.0658 hartree/bohr
**Kohn-Sham gap**: 7.762 eV
**Total charge**: 0
**Energy relative to the best compared isomer or geometry (same formula, charge and spin)**: 3.395 eV
**Electronic energy**: -164164.1916 eV

Geometry as XYZ:
```
8
CHBr2IO2S (wB97M-V/def2-TZVPD)
C 0.22435 -1.05626 0.47070
O 0.25957 1.69459 0.89217
O -1.92513 0.63719 0.56190
S -0.49028 0.55137 0.51164
Br 2.14250 -0.58024 0.22514
Br -0.13775 -1.05296 2.32379
I -0.30797 0.71275 -2.43582
H 0.23471 -0.90643 -2.54951
```


ORCA calculation (wB97M-V/def2-TZVPD) on a 2-piece molecular cluster, CHBr2NO overall at a distorted geometry.

Computed properties:
**Max |F|**: 0.0805 hartree/bohr
**Kohn-Sham gap (alpha / beta)**: 9.190 / 8.366 eV
**Total charge**: 0
**Energy relative to the best compared isomer or geometry (same formula, charge and spin)**: 0.000 eV
**Electronic energy**: -144671.3142 eV
**2S+1**: 3

Geometry as XYZ:
```
6
CHBr2NO (wB97M-V/def2-TZVPD)
C 0.84530 -0.93938 0.11694
N -1.44231 0.76856 0.53089
O 0.61608 -2.01253 0.42710
Br 2.37323 -0.13431 -0.63406
Br -0.57718 2.08174 -0.28424
H -1.81512 0.23592 -0.15662
```


ORCA calculation (wB97M-V/def2-TZVPD) on CHBr3O as an isolated structure at a distorted geometry.

Computed properties:
**Max |F|**: 0.0983 hartree/bohr
**Kohn-Sham gap**: 9.107 eV
**Total charge**: 0
**Energy relative to the best compared isomer or geometry (same formula, charge and spin)**: 1.818 eV
**Electronic energy**: -213226.0563 eV

Geometry as XYZ:
```
6
CHBr3O (wB97M-V/def2-TZVPD)
C -0.83747 0.04061 0.45586
O -0.15495 0.92700 -0.06456
Br -0.14328 -0.87074 1.99454
Br 2.07283 -0.41150 -0.91233
Br -2.19978 -0.91159 -0.45110
H 1.26265 1.22622 -1.02241
```


ORCA calculation (wB97M-V/def2-TZVPD) on CHBr4Mn as an isolated structure at a distorted geometry.

Computed properties:
**Max |F|**: 0.0459 hartree/bohr
**Kohn-Sham gap (alpha / beta)**: 4.192 / 4.199 eV
**Total charge**: +1
**Energy relative to the best compared isomer or geometry (same formula, charge and spin)**: 0.000 eV
**Electronic energy**: -312534.3284 eV
**2S+1**: 6

Geometry as XYZ:
```
7
CHBr4Mn (wB97M-V/def2-TZVPD)
Mn -3.07727 3.06559 -2.38131
Br -1.08085 1.83168 -1.56745
C 0.76482 -0.90218 0.70495
Br 2.55003 -0.16163 1.06924
Br -0.25422 -1.05060 2.38391
Br 0.88146 -2.56267 -0.28576
H 0.21604 -0.22019 0.07642
```


ORCA calculation (wB97M-V/def2-TZVPD) on one molecule with the formula CHBrCl2O2S at a distorted geometry.

Computed properties:
**Max |F|**: 0.0708 hartree/bohr
**Kohn-Sham gap**: 9.810 eV
**Total charge**: 0
**Energy relative to the best compared isomer or geometry (same formula, charge and spin)**: 1.152 eV
**Electronic energy**: -111068.6363 eV

Geometry as XYZ:
```
8
CHBrCl2O2S (wB97M-V/def2-TZVPD)
C -0.58626 0.58503 -0.05721
O -1.62356 -0.34318 -0.19191
O -3.40573 -2.11063 0.11733
S -3.26389 -1.02012 -0.75302
Cl -0.76429 1.91816 -1.16910
Cl -0.67295 1.34594 1.65559
Br -4.26008 0.70732 0.01247
H 0.43727 0.01647 -0.14491
```


ORCA calculation (wB97M-V/def2-TZVPD) on a 2-piece molecular cluster, CHBrClNO overall at a distorted geometry.

Computed properties:
**Max |F|**: 0.0553 hartree/bohr
**Kohn-Sham gap**: 9.576 eV
**Total charge**: 0
**Energy relative to the best compared isomer or geometry (same formula, charge and spin)**: 2.261 eV
**Electronic energy**: -87152.9697 eV
**Structure (SMILES)**: N#CCl.OBr

Geometry as XYZ:
```
6
CHBrClNO (wB97M-V/def2-TZVPD)
N 1.43110 0.28855 -0.31089
C 0.70067 1.17064 -0.24839
Cl -0.15303 2.47888 -0.04271
O -0.70892 -1.32185 0.83082
Br -1.55079 -1.05090 -0.84255
H 0.28097 -1.56531 0.61372
```


ORCA calculation (wB97M-V/def2-TZVPD) on CHBrINO2 as an isolated structure at a distorted geometry.

Computed properties:
**Max |F|**: 0.0997 hartree/bohr
**Kohn-Sham gap**: 9.593 eV
**Total charge**: 0
**Energy relative to the best compared isomer or geometry (same formula, charge and spin)**: 0.283 eV
**Electronic energy**: -84777.4304 eV

Geometry as XYZ:
```
7
CHBrINO2 (wB97M-V/def2-TZVPD)
C 0.07864 0.15179 0.67462
N -0.42834 -0.31374 -0.86448
O -0.58799 0.65890 -1.59452
O -0.45102 -1.46332 -1.09627
Br -0.33633 2.00036 0.89351
I 2.14668 -0.38053 0.85278
H -0.42165 -0.65347 1.13436
```